[1]
ORCA calculation (ωB97M-V/def2-TZVPD) on a structure of composition C42H54AsHgN3O3S2 in a non-equilibrium geometry.

Cartesian coordinates (Å):
Hg: -0.4506 -1.6419 1.7701
C: -1.7011 -4.9274 -2.2315
C: -1.9014 -3.7616 -3.1920
C: -2.9330 -2.7722 -2.6778
S: -2.2885 -1.8220 -1.1910
O: -3.4777 -1.1902 -0.6148
C: -1.4002 -0.4851 -2.1248
C: -2.2348 0.7714 -2.2690
C: -3.3404 0.6772 -3.3137
H: -0.9758 -5.6342 -2.6311
H: -2.6412 -5.4538 -2.0821
H: -1.3496 -4.5740 -1.2663
H: -2.2249 -4.1519 -4.1636
H: -0.9491 -3.2489 -3.3470
H: -3.8237 -3.2839 -2.3135
H: -3.2233 -2.0537 -3.4398
H: -1.0695 -0.8856 -3.0798
H: -0.5264 -0.2640 -1.5075
H: -1.5639 1.6013 -2.5068
H: -2.6859 0.9822 -1.2990
H: -2.9659 0.2438 -4.2406
H: -3.7303 1.6696 -3.5322
H: -4.1594 0.0684 -2.9379
C: -8.8925 0.9149 4.9227
C: -8.9975 2.3547 5.3395
O: -10.0379 2.9499 5.4571
S: -7.4905 3.2082 5.7296
C: -6.1887 2.0855 5.2246
C: -5.5951 1.2283 6.1423
C: -4.6019 0.3671 5.7254
C: -4.1819 0.3595 4.3895
C: -4.7961 1.2293 3.4767
C: -5.7825 2.0943 3.8943
C: -3.1422 -0.4815 3.9377
C: -2.2388 -1.2205 3.5872
H: -9.5769 0.7277 4.0971
H: -9.2110 0.2956 5.7629
H: -7.8830 0.6343 4.6368
H: -5.9203 1.2384 7.1737
H: -4.1382 -0.3153 6.4256
H: -4.4840 1.2058 2.4424
H: -6.2544 2.7754 3.2006
C: 7.3436 3.5100 1.8395
C: 6.2439 2.6125 1.3499
C: 6.3532 1.9226 0.1517
C: 5.3254 1.1135 -0.3140
C: 5.5429 0.3003 -1.5578
C: 4.1251 1.0248 0.3988
As: 2.6534 -0.1479 -0.2737
N: 0.9927 0.4578 0.0896
C: 0.5173 1.6850 0.3484
C: -0.8477 1.8419 0.6844
C: -1.4063 3.0812 0.8847
C: -0.6454 4.2373 0.7626
C: 0.7014 4.1111 0.4640
C: 1.2751 2.8736 0.2878
C: 2.4260 0.2369 -2.2546
C: 2.4773 1.4616 -2.9234
C: 3.1547 2.6941 -2.3933
C: 1.9139 1.5920 -4.1929
C: 1.3148 0.5341 -4.8476
C: 0.6407 0.7177 -6.1755
C: 1.3366 -0.7016 -4.2190
C: 1.8754 -0.8535 -2.9511
C: 1.8372 -2.2249 -2.3366
C: 4.0625 1.6075 1.6708
C: 2.9085 1.3576 2.5967
C: 5.1047 2.4096 2.1141
H: 8.2006 3.4729 1.1701
H: 7.6679 3.2129 2.8371
H: 6.9942 4.5412 1.8969
H: 7.2652 2.0098 -0.4267
H: 6.6025 0.2521 -1.8041
H: 5.0105 0.7147 -2.4119
H: 5.1720 -0.7141 -1.3990
H: -1.4464 0.9504 0.8116
H: -2.4518 3.1580 1.1498
H: -1.0868 5.2121 0.9165
H: 1.3221 4.9964 0.3780
H: 2.3350 2.8073 0.0921
H: 3.7157 2.4916 -1.4874
H: 2.4193 3.4707 -2.1831
H: 3.8430 3.0858 -3.1461
H: 1.9443 2.5599 -4.6809
H: 0.9789 1.6282 -6.6649
H: -0.4378 0.7947 -6.0331
H: 0.8295 -0.1252 -6.8385
H: 0.9145 -1.5606 -4.7280
H: 1.5063 -2.9626 -3.0682
H: 1.1483 -2.2229 -1.4874
H: 2.8257 -2.5070 -1.9674
H: 2.4896 0.3619 2.4342
H: 2.1101 2.0828 2.4340
H: 3.2320 1.4383 3.6336
H: 5.0268 2.8778 3.0882
C: 3.2799 -6.5436 0.7503
N: 2.5499 -5.8556 1.7838
C: 1.5715 -4.9211 1.5744
N: 1.3892 -4.5165 0.2824
O: 0.8888 -4.5229 2.4971
H: 3.9220 -7.2950 1.2037
H: 3.9161 -5.8441 0.1987
H: 2.6028 -7.0348 0.0430
H: 2.5571 -6.2351 2.7148
H: 2.1622 -4.5617 -0.3596
H: 0.8323 -3.6664 0.2185

Output
E_HOMO (spin up / spin down) ... -4.080 / -3.894 eV
⟨S²⟩ ... 0.763
Multiplicity ... 2
Charge ... -1


[2]
ORCA calculation (ωB97M-V/def2-TZVPD) on an isolated molecule of C4H7OP in a non-equilibrium geometry.

Cartesian coordinates (Å):
O: -0.1183 -3.0212 0.5473
P: -0.5304 -1.6217 0.5164
C: -1.0856 -0.9095 -1.0439
C: -0.5338 0.2829 -1.2271
C: 0.3248 0.8335 -0.1266
C: 0.7371 -0.3212 0.7863
H: -1.6982 -1.2544 1.6627
H: -1.7220 -1.4249 -1.7411
H: -0.6858 0.8875 -2.1092
H: 1.1923 1.3554 -0.5356
H: -0.2647 1.5694 0.4273
H: 1.6884 -0.7560 0.4683
H: 0.8242 -0.0323 1.8318

Output
E_HOMO ... -9.966 eV
SMILES ... O=[P@@H]1C=CCC1
Charge ... 0
Energy relative to the best compared isomer or geometry (same formula, charge and spin) ... 6.5 kJ/mol


[3]
ORCA calculation (ωB97M-V/def2-TZVPD) on a cluster of 10 separate species, C57H93BBr2N2O16P2S in total in a non-equilibrium geometry.

Cartesian coordinates (Å):
C: 4.4818 -1.2498 0.0779
C: 5.1365 -0.5242 -1.2703
C: 4.0122 0.4061 -2.0878
C: 3.9393 1.8286 -1.2110
N: 2.6477 2.5896 -1.4139
C: 1.5943 2.2521 -0.3819
C: 0.1694 1.5948 -0.9534
C: -1.0909 1.1678 0.0523
C: -0.9028 1.3588 1.6878
C: 0.4853 2.0038 2.2809
P: 0.8236 2.2797 4.1398
C: -0.1482 3.7546 4.8653
C: 0.6467 0.6859 5.1761
C: 1.7098 2.4662 1.2394
P: 3.2979 3.2771 2.0178
N: 2.6601 4.7963 2.7541
O: 4.0182 2.2370 3.2141
C: -2.1648 0.9015 2.6299
O: -2.4359 1.5679 3.7549
C: -3.0810 -0.3738 2.0715
C: -3.8043 -1.4932 3.0269
C: -3.5818 -1.3907 4.6481
C: -2.0338 -1.9209 4.9432
O: -1.9351 -3.3860 4.8026
C: -1.3177 -3.7622 3.5149
C: 0.2279 -3.3374 3.0606
O: -2.0097 -4.4618 2.5772
C: -4.7427 -2.7341 2.4204
C: -5.4964 -3.8568 3.3903
Br: -4.9844 -5.8297 3.3910
C: -6.6132 -3.4642 4.2923
C: -7.4806 -4.4565 5.2672
Br: -7.1359 -1.4976 4.3227
C: -4.9778 -2.8924 0.7799
B: -5.9534 -4.1160 0.1760
O: -7.3317 -4.3766 0.7172
O: -5.4844 -5.0254 -0.9240
C: -4.2249 -1.7850 -0.2138
C: -4.3665 -1.8582 -1.8719
S: -5.9627 -0.9509 -2.3393
C: -5.6693 0.1718 -3.8110
C: -6.6636 1.4763 -3.8617
C: -3.2945 -0.5498 0.4227
C: -2.5321 0.5567 -0.5251
O: -2.9740 1.0404 -1.6893
H: 5.3411 -1.6196 0.8125
H: 3.7448 -2.0988 -0.2475
H: 3.8405 -0.4761 0.7193
H: 5.9124 0.2719 -0.8354
H: 5.7095 -1.2675 -1.9690
H: 2.9757 -0.1425 -2.1504
H: 4.4878 0.5778 -3.1581
H: 4.1674 1.5198 -0.1052
H: 4.8542 2.4997 -1.5614
H: 2.2676 2.2579 -2.3457
H: 0.0259 1.4501 -2.1242
H: 0.0883 3.7689 6.0342
H: -1.3080 3.7167 4.7148
H: 0.3392 4.7523 4.4356
H: 1.2539 -0.1992 4.6556
H: 1.1794 0.8452 6.2228
H: -0.4574 0.3453 5.3614
H: 1.8633 5.0649 2.1027
H: 3.3984 5.5299 2.5407
H: 3.9545 2.6287 4.1404
H: -3.7317 -0.2965 5.0419
H: -4.3694 -2.0615 5.2174
H: -1.7176 -1.5730 6.0408
H: -1.3283 -1.3205 4.2029
H: 0.6639 -4.0555 2.2317
H: 0.1280 -2.2680 2.5395
H: 0.9555 -3.3200 3.9778
H: -6.9609 -5.4697 5.5380
H: -7.6387 -3.8782 6.2885
H: -8.5448 -4.7269 4.8259
H: -7.8236 -3.5112 0.8340
H: -6.3299 -5.5030 -1.2272
H: -3.4394 -1.4174 -2.4340
H: -4.4868 -2.9784 -2.2636
H: -4.5601 0.5270 -3.9259
H: -5.9172 -0.4736 -4.7788
H: -7.2697 1.4832 -4.8871
H: -5.9716 2.4470 -3.8613
H: -7.4147 1.4876 -2.9579
C: 2.4712 -0.2815 9.7640
C: 1.6607 0.8195 9.1339
C: 1.8582 2.2154 9.6614
O: 0.8674 0.5873 8.2231
H: 2.2247 -1.2341 9.2833
H: 3.5370 -0.0846 9.6244
H: 2.2338 -0.3550 10.8284
H: 2.8969 2.5235 9.5172
H: 1.5936 2.2531 10.7211
H: 1.2085 2.9059 9.1130
C: 8.2946 0.3388 6.2144
C: 7.2046 1.1783 5.6035
C: 6.7549 0.8252 4.2110
O: 6.7007 2.1168 6.2185
H: 8.5166 0.7090 7.2210
H: 7.9655 -0.7006 6.2886
H: 9.2013 0.4087 5.6082
H: 6.3572 -0.1928 4.1960
H: 7.5930 0.9167 3.5155
H: 5.9637 1.5153 3.8992
C: 1.7364 -3.9562 -2.5426
C: 2.1377 -2.7606 -3.3646
C: 2.3282 -2.9677 -4.8433
O: 2.3036 -1.6569 -2.8477
H: 1.6354 -3.6579 -1.4936
H: 0.7746 -4.3407 -2.8911
H: 2.5043 -4.7306 -2.6136
H: 1.3927 -3.3083 -5.2943
H: 3.1225 -3.6981 -5.0169
H: 2.6166 -2.0191 -5.3084
C: 3.8552 1.8839 -5.7573
C: 4.2132 0.7588 -6.6912
C: 5.1895 1.0592 -7.7969
O: 3.7267 -0.3627 -6.5561
H: 3.1413 1.5216 -5.0099
H: 4.7514 2.2384 -5.2421
H: 3.3910 2.6989 -6.3182
H: 6.1452 1.3770 -7.3725
H: 4.7848 1.8375 -8.4487
H: 5.3538 0.1543 -8.3917
C: 6.8552 5.2661 -2.3218
C: 7.2132 4.1411 -3.2557
C: 8.1895 4.4414 -4.3615
O: 6.7267 3.0196 -3.1206
H: 6.1413 4.9039 -1.5744
H: 7.7514 5.6207 -1.8066
H: 6.3910 6.0812 -2.8827
H: 9.1452 4.7593 -3.9370
H: 7.7848 5.2198 -5.0132
H: 8.3538 3.5366 -4.9562
C: -11.9232 -3.7846 0.2387
C: -11.1723 -3.3451 1.4671
C: -11.8841 -3.4490 2.7895
O: -10.0215 -2.9175 1.3932
H: -11.2860 -3.6534 -0.6423
H: -12.1891 -4.8411 0.3240
H: -12.8217 -3.1748 0.1144
H: -12.1482 -4.4907 2.9884
H: -12.7808 -2.8243 2.7789
H: -11.2211 -3.0971 3.5871
C: -2.5183 3.6795 -2.6875
C: -1.6774 4.2497 -3.7984
C: -2.2272 5.4348 -4.5463
O: -0.5833 3.7658 -4.0840
H: -1.9960 2.8286 -2.2373
H: -2.6802 4.4378 -1.9174
H: -3.4745 3.3317 -3.0864
H: -2.3761 6.2714 -3.8589
H: -3.1705 5.1652 -5.0279
H: -1.5133 5.7390 -5.3192
C: 1.0817 5.3276 -6.4434
C: 1.9226 5.8977 -7.5542
C: 1.3728 7.0828 -8.3021
O: 3.0167 5.4139 -7.8398
H: 1.6040 4.4767 -5.9932
H: 0.9198 6.0859 -5.6733
H: 0.1255 4.9798 -6.8422
H: 1.2239 7.9194 -7.6147
H: 0.4295 6.8133 -8.7838
H: 2.0867 7.3871 -9.0751
C: 0.5999 -8.2140 -4.1628
C: 1.3508 -7.7745 -2.9343
C: 0.6390 -7.8784 -1.6120
O: 2.5016 -7.3470 -3.0082
H: 1.2371 -8.0828 -5.0437
H: 0.3340 -9.2706 -4.0775
H: -0.2986 -7.6042 -4.2870
H: 0.3749 -8.9202 -1.4131
H: -0.2577 -7.2537 -1.6225
H: 1.3020 -7.5265 -0.8144

Output
E_HOMO ... -7.275 eV
SMILES ... CCCCNc1cc2c(c(P(C)C)c1P(N)O)C(=O)c1c(CCOC(C)=O)c(/C(Br)=C(/C)Br)c(B(O)O)c(CSCC)c1C2=O.CC(C)=O.CC(C)=O.CC(C)=O.CC(C)=O.CC(C)=O.CC(C)=O.CC(C)=O.CC(C)=O.CC(C)=O
Charge ... 0